Entry 1:
DFT (wB97M-V/def2-TZVPD) results for 12 unconnected molecules or ions with the total composition C23H71NO12 in a non-equilibrium geometry.

Each line ends with the Löwdin charge.
Positions of all 107 atoms, in Å:
1 C 3.128 7.072 0.814  -0.11
2 O 2.811 5.853 0.199  -0.21
3 C 1.472 5.556 0.337  -0.26
4 C 1.213 4.269 -0.421  -0.43
5 C 2.257 3.179 -0.088  -0.05
6 N 1.274 4.612 -1.828  0.05
7 H 2.747 7.016 1.874  0.10
8 H 2.604 7.869 0.294  0.08
9 H 4.244 7.330 0.767  0.11
10 H 1.131 5.528 1.444  0.14
11 H 0.840 6.313 -0.124  0.12
12 H 0.206 3.873 -0.110  0.15
13 H 3.267 3.623 -0.133  0.08
14 H 2.037 2.348 -0.710  0.03
15 H 2.251 2.883 0.961  0.08
16 H 2.252 4.764 -2.023  0.07
17 H 1.023 3.736 -2.285  0.06
18 C -3.292 -6.155 0.958  -0.10
19 C -1.867 -5.673 1.121  -0.29
20 O -1.761 -4.231 0.860  -0.17
21 H -3.363 -7.165 1.258  0.05
22 H -3.535 -6.041 -0.097  0.07
23 H -4.028 -5.643 1.600  0.08
24 H -1.184 -6.230 0.436  0.11
25 H -1.513 -5.805 2.194  0.12
26 H -1.501 -4.070 -0.108  0.03
27 C -2.390 -2.843 -3.161  -0.06
28 C -1.842 -4.188 -2.695  -0.27
29 O -0.979 -4.088 -1.578  -0.12
30 H -1.550 -2.185 -3.399  0.06
31 H -3.050 -2.276 -2.544  0.07
32 H -2.890 -3.017 -4.104  0.07
33 H -1.243 -4.591 -3.449  0.07
34 H -2.694 -4.889 -2.416  0.14
35 H -0.191 -3.567 -1.907  0.09
36 C -1.345 -2.556 5.127  -0.08
37 C -2.491 -2.791 4.189  -0.28
38 O -3.595 -1.847 4.416  -0.07
39 H -0.684 -1.740 4.728  0.08
40 H -0.651 -3.413 5.226  0.09
41 H -1.652 -2.263 6.079  0.05
42 H -2.837 -3.781 4.336  0.09
43 H -2.206 -2.705 3.168  0.08
44 H -4.275 -2.163 3.870  0.04
45 C 0.024 1.304 6.152  -0.10
46 C 0.821 1.909 5.000  -0.28
47 O 0.528 3.350 4.846  -0.11
48 H 0.348 0.258 6.388  0.08
49 H -1.069 1.326 6.021  0.08
50 H 0.298 1.848 7.020  0.05
51 H 0.691 1.369 4.061  0.08
52 H 1.870 1.771 5.295  0.10
53 H 0.122 3.569 3.984  0.02
54 C 2.132 -4.171 -4.795  -0.11
55 C 1.589 -4.298 -3.467  -0.31
56 O 1.099 -2.981 -3.117  -0.14
57 H 2.459 -5.094 -5.292  0.09
58 H 2.935 -3.404 -4.850  0.09
59 H 1.433 -3.743 -5.505  0.07
60 H 2.371 -4.623 -2.785  0.12
61 H 0.804 -5.096 -3.380  0.12
62 H 1.789 -2.445 -2.590  0.09
63 C 2.057 -0.636 1.441  -0.08
64 C 1.410 -1.949 0.962  -0.26
65 O -0.035 -1.801 1.033  -0.10
66 H 1.699 0.255 0.949  0.05
67 H 3.166 -0.669 1.469  0.09
68 H 1.712 -0.474 2.521  0.09
69 H 1.747 -2.779 1.659  0.14
70 H 1.688 -2.131 -0.075  0.07
71 H -0.483 -2.637 1.166  0.04
72 C 1.311 1.565 -6.362  -0.09
73 C 0.748 0.262 -5.950  -0.29
74 O 0.803 0.017 -4.533  -0.10
75 H 0.709 2.472 -6.192  0.09
76 H 1.491 1.447 -7.454  0.09
77 H 2.327 1.830 -6.023  0.08
78 H 1.236 -0.569 -6.441  0.11
79 H -0.331 0.222 -6.262  0.13
80 H 0.714 -0.897 -4.333  0.05
81 C -3.121 4.624 2.123  -0.06
82 C -1.907 4.714 3.059  -0.22
83 O -0.889 3.760 2.565  -0.12
84 H -2.851 4.945 1.106  0.09
85 H -3.919 5.203 2.557  0.07
86 H -3.476 3.617 1.988  0.05
87 H -2.149 4.547 4.091  0.10
88 H -1.321 5.628 3.003  0.11
89 H -1.270 2.901 2.446  0.04
90 C -0.269 0.823 -1.792  -0.14
91 O -0.498 1.633 -2.931  -0.11
92 H 0.774 0.935 -1.477  0.04
93 H -0.928 1.166 -1.001  0.08
94 H -0.395 -0.278 -1.962  0.09
95 H -0.284 1.053 -3.627  -0.01
96 C -2.776 0.503 1.713  -0.18
97 O -1.454 0.622 2.077  -0.11
98 H -3.317 1.391 1.699  0.03
99 H -3.014 0.111 0.648  0.11
100 H -3.322 -0.166 2.396  0.07
101 H -0.980 -0.202 1.892  0.05
102 C 3.361 -0.241 -2.615  -0.15
103 O 2.543 -1.051 -1.822  -0.16
104 H 2.864 0.666 -3.011  0.08
105 H 4.301 0.188 -2.207  0.09
106 H 3.637 -0.845 -3.524  0.10
107 H 2.298 -0.534 -1.027  0.06

The calculation puts the LUMO energy at 0.431 eV. The orbital gap is 9.3 eV. The calculation puts the HOMO energy at -8.9 eV. The value obtained for the relative energy (zero: lowest compared OMol25 entry of this formula, charge and spin) is 19.1 kcal per mole. The structure (SMILES) is COC[C@H](C)N.CCO.CCO.CCO.CCO.CCO.CCO.CCO.CCO.CO.CO.CO.

---

Entry 2:
DFT (wB97M-V/def2-TZVPD) results for a molecular structure, C23H72Li3N6O23 in a non-equilibrium geometry.

Each line ends with the Löwdin charge.
Positions of all 127 atoms, in Å:
1 Li 19.060 28.138 13.544  0.65
2 Li 16.262 27.726 10.417  0.65
3 Li 18.755 29.893 11.179  0.63
4 C 16.232 28.962 12.711  -0.34
5 O 17.418 28.644 12.096  -0.48
6 H 15.623 29.716 12.214  0.06
7 H 15.542 28.128 12.841  0.06
8 H 16.443 29.343 13.710  0.05
9 C 21.691 28.511 12.547  -0.34
10 O 20.482 28.940 12.043  -0.49
11 H 22.473 28.398 11.796  0.06
12 H 22.022 29.085 13.412  0.05
13 H 21.529 27.535 13.006  0.05
14 C 14.105 27.605 17.831  -0.23
15 C 13.980 28.091 16.364  -0.19
16 O 13.683 26.938 15.531  -0.09
17 O 14.691 28.542 18.723  -0.06
18 H 14.638 26.656 17.761  0.11
19 H 13.152 27.276 18.246  0.12
20 H 14.829 28.642 15.957  0.10
21 H 13.142 28.781 16.468  0.11
22 H 13.277 27.274 14.728  0.04
23 H 13.944 29.041 19.062  0.09
24 C 22.076 30.819 7.574  -0.17
25 C 21.667 29.983 8.823  -0.26
26 O 21.505 30.865 9.909  -0.08
27 O 20.829 31.440 7.100  -0.09
28 H 22.424 30.043 6.893  0.11
29 H 22.813 31.591 7.795  0.12
30 H 22.403 29.225 9.089  0.11
31 H 20.789 29.392 8.565  0.10
32 H 21.270 30.486 10.759  0.04
33 H 20.744 32.263 7.587  0.07
34 C 14.448 25.608 10.068  -0.20
35 C 13.524 26.894 9.782  -0.15
36 O 14.294 28.138 9.609  -0.13
37 O 15.503 25.879 10.922  -0.10
38 H 14.788 25.244 9.098  0.12
39 H 13.813 24.922 10.628  0.11
40 H 12.768 26.985 10.563  0.09
41 H 12.907 26.654 8.916  0.12
42 H 13.708 28.831 9.294  0.01
43 H 15.366 25.280 11.659  0.09
44 C 11.700 29.755 11.793  -0.18
45 C 11.559 28.872 13.037  -0.20
46 O 12.785 28.189 13.056  -0.09
47 O 12.713 30.778 12.057  -0.08
48 H 10.747 30.245 11.592  0.12
49 H 12.006 29.228 10.888  0.11
50 H 10.815 28.094 12.868  0.13
51 H 11.373 29.497 13.911  0.12
52 H 13.490 28.813 12.868  0.06
53 H 12.297 31.283 12.759  0.07
54 C 17.882 32.475 10.667  -0.22
55 C 17.387 31.541 9.561  -0.22
56 O 18.354 30.572 9.281  -0.10
57 O 18.313 31.843 11.831  -0.08
58 H 17.248 33.335 10.883  0.13
59 H 18.768 32.997 10.305  0.12
60 H 17.102 32.063 8.648  0.13
61 H 16.516 30.921 9.770  0.11
62 H 18.553 30.604 8.342  0.09
63 H 18.552 32.447 12.538  0.05
64 C 12.968 23.896 13.261  -0.25
65 C 13.620 23.400 14.485  -0.21
66 O 14.551 24.308 15.185  -0.06
67 O 12.014 24.913 13.586  -0.05
68 H 12.453 23.191 12.608  0.13
69 H 13.781 24.284 12.648  0.08
70 H 14.199 22.551 14.120  0.12
71 H 12.864 23.020 15.173  0.13
72 H 14.023 25.105 15.272  0.02
73 H 11.766 25.420 12.811  0.07
74 C 18.845 26.526 9.950  -0.24
75 C 17.876 26.313 8.777  -0.21
76 O 17.246 27.561 8.594  -0.10
77 O 20.023 25.751 9.836  -0.04
78 H 18.298 26.329 10.872  0.11
79 H 19.208 27.553 9.993  0.10
80 H 17.134 25.563 9.050  0.10
81 H 18.442 25.876 7.955  0.13
82 H 17.329 27.916 7.706  0.11
83 H 20.534 26.189 9.152  0.09
84 C 17.667 25.912 14.636  -0.19
85 C 17.801 25.184 15.994  -0.19
86 O 18.173 23.794 15.765  -0.09
87 O 18.988 26.178 14.106  -0.12
88 H 17.193 26.873 14.835  0.10
89 H 17.030 25.404 13.912  0.12
90 H 16.883 25.034 16.562  0.11
91 H 18.548 25.566 16.690  0.12
92 H 18.300 23.366 16.615  0.08
93 H 19.353 25.303 13.956  0.10
94 C 15.916 31.601 15.425  -0.24
95 C 14.618 31.954 14.661  -0.17
96 O 13.576 31.251 15.424  -0.08
97 O 15.821 32.061 16.774  -0.06
98 H 16.771 32.056 14.924  0.10
99 H 16.019 30.516 15.435  0.08
100 H 14.785 31.356 13.765  0.09
101 H 14.422 32.974 14.333  0.13
102 H 12.742 31.581 15.082  0.08
103 H 14.868 31.949 16.770  0.05
104 C 18.468 34.236 14.600  -0.84
105 O 17.617 35.012 14.191  0.04
106 N 19.384 33.797 13.884  0.17
107 N 18.453 33.641 15.742  0.18
108 H 19.488 34.344 13.041  0.15
109 H 20.134 33.316 14.359  0.14
110 H 17.766 33.868 16.447  0.13
111 H 19.062 32.877 15.997  0.12
112 C 18.588 29.258 16.653  -0.71
113 O 18.376 29.054 15.431  -0.04
114 N 19.691 29.713 17.125  0.18
115 N 17.704 29.206 17.627  0.20
116 H 20.490 29.970 16.564  0.13
117 H 19.682 29.999 18.093  0.12
118 H 16.763 28.967 17.349  0.10
119 H 18.101 29.163 18.554  0.13
120 C 13.618 31.087 7.939  -0.77
121 O 13.178 29.957 7.993  0.04
122 N 13.758 31.817 9.026  0.18
123 N 13.833 31.782 6.910  0.20
124 H 13.644 31.371 9.925  0.09
125 H 14.114 32.761 9.002  0.12
126 H 13.752 31.381 5.987  0.14
127 H 14.215 32.717 6.935  0.13

The calculation puts the LUMO energy at -2.004 eV. The orbital gap is 7.4 eV. The calculation puts the HOMO energy at -9.4 eV. Its total charge is +1.

---

Q: Look up the orbital gap of the second one.
A: 7.4 eV